Record 1
Below is C3H5BrO in the gas phase in a non-equilibrium geometry, with properties calculated with ωB97M-V with the def2-TZVPD basis set.

```
10
Properties=species:S:1:pos:R:3:forces:R:3:nbo_charge:R:1
C 0.12676 0.45298 0.44954 0.162 -1.778 -1.911 -0.46
C -0.09803 0.34976 -1.15245 0.056 1.749 0.178 -0.45
C -0.96286 -0.37000 -0.23295 0.080 -2.358 2.484 0.18
O -0.88279 -1.89423 -0.07624 0.303 2.728 -0.442 -0.72
Br -2.76815 0.15814 0.11704 -0.026 -0.063 -0.360 0.04
H 0.85251 -0.26300 0.85572 0.137 0.611 -0.293 0.21
H 0.06308 1.37995 1.01589 -0.602 -0.235 -0.439 0.24
H -0.55238 1.28470 -1.61984 0.717 -1.416 0.726 0.24
H 0.59976 -0.18479 -1.80296 -0.210 0.098 0.462 0.24
H -0.12124 -2.14668 0.48854 -0.618 0.665 -0.405 0.47
```
Forces are in eV/Å.

lowest unoccupied orbital energy: 0.8 eV
max |F|: 3.4 eV/Å
structure (SMILES): OC1(Br)CC1
electronic energy: -75280.12705 eV
ΔE to the lowest compared entry with this formula, charge and spin: 111.3 kJ/mol

Record 2
Below is C15H13BF2O3Re as an isolated structure, with properties calculated with ωB97M-V with the def2-TZVPD basis set.

```
35
Properties=species:S:1:pos:R:3:forces:R:3:lowdin_spin:R:1
Re 2.68227 -0.47940 1.87893 -0.178 0.088 0.505 1.02
O 0.63761 0.11002 1.06535 0.195 -0.003 0.192 0.02
C 0.29450 -0.12205 -0.30851 0.017 -0.092 -0.127 0.00
C 1.61754 -0.62998 -0.93556 -0.313 0.006 -0.207 0.01
O 1.71608 -0.85410 -2.11159 -0.005 0.055 0.141 0.01
O 2.57723 -0.81728 -0.05728 0.198 0.045 0.169 0.03
C -0.74238 -1.23527 -0.40971 0.042 0.042 -0.008 0.00
C -1.23126 -1.59372 -1.66380 0.013 0.052 0.024 0.00
C -2.17456 -2.59828 -1.77821 -0.008 -0.015 -0.022 0.00
C -2.63950 -3.25574 -0.64633 0.006 0.006 0.019 0.00
C -2.15074 -2.90537 0.59994 -0.004 -0.011 -0.019 0.00
C -1.20036 -1.89910 0.71960 0.036 0.032 0.004 0.00
C -0.15933 1.19222 -0.91491 -0.032 -0.022 -0.031 0.00
C -1.49739 1.56543 -0.83247 0.044 -0.018 0.002 0.00
C -1.90698 2.80692 -1.29412 -0.008 0.010 0.004 0.00
C -0.98351 3.68121 -1.84516 0.012 -0.005 -0.002 0.00
C 0.35155 3.31349 -1.92965 -0.002 0.020 -0.010 0.00
C 0.76303 2.07570 -1.46458 0.046 -0.035 -0.002 0.00
H -0.00043 0.64061 1.56008 -0.072 -0.027 -0.055 0.00
H -0.86366 -1.08439 -2.54365 0.014 0.012 -0.029 0.00
H -2.54961 -2.87071 -2.75539 -0.004 -0.006 -0.021 0.00
H -3.37800 -4.03936 -0.73899 -0.035 -0.035 -0.005 0.00
H -2.50321 -3.41406 1.48638 -0.013 -0.018 0.029 0.00
H -0.81712 -1.64098 1.69735 -0.003 -0.003 0.019 0.00
H -2.22404 0.87835 -0.41888 -0.023 -0.027 0.011 0.00
H -2.94972 3.08640 -1.22922 -0.020 0.006 0.002 0.00
H -1.30344 4.64545 -2.21415 -0.013 0.042 -0.013 0.00
H 1.07471 3.98911 -2.36533 0.014 0.019 -0.007 0.00
H 1.80547 1.79246 -1.54813 -0.018 0.012 0.000 0.00
C 4.29865 -0.34067 2.77335 0.095 -0.063 -0.237 -0.08
H 4.40823 -0.47836 3.85037 -0.082 0.078 -0.004 -0.01
H 5.23340 -0.08729 2.26683 -0.026 -0.056 0.039 -0.01
F 0.29247 0.59690 3.59221 -0.177 0.081 0.000 0.00
B 1.53555 0.07019 3.63656 0.231 -0.168 -0.507 0.01
F 1.98695 -0.09835 4.87864 0.074 0.001 0.144 0.00
```
Forces are in eV/Å.

lowest unoccupied orbital energy (alpha / beta): -0.9 / -1.0 eV
max |F|: 0.6 eV/Å
⟨S²⟩: 0.9354
multiplicity: 2
electronic energy: -30149.93588 eV
ΔE to the lowest compared entry with this formula, charge and spin: 69.5 kJ/mol

Record 3
Below is a 9-piece molecular cluster, H18O9 overall, with properties calculated with ωB97M-V with the def2-TZVPD basis set.

```
27
Properties=species:S:1:pos:R:3:forces:R:3:nbo_charge:R:1
H -0.34616 1.15872 -0.91829 -0.039 0.040 0.214 0.47
H 0.12298 -0.15543 -0.31583 0.046 0.121 0.153 0.47
H 1.45916 1.93949 -1.86180 0.181 0.028 -0.007 0.47
H 2.11168 2.67347 -0.70182 -0.028 -0.072 0.038 0.48
H 3.13107 -2.23624 2.24039 0.079 0.162 -0.132 0.47
H 2.52139 -1.42614 3.37267 -0.013 0.008 -0.067 0.46
H -0.77706 2.98320 3.07437 -0.018 0.096 -0.119 0.46
H -0.31398 2.08833 1.93648 0.000 -0.094 -0.316 0.49
H -2.69308 -2.33748 1.77505 -0.092 0.009 -0.043 0.47
H -4.01998 -1.62254 1.97054 0.010 -0.063 -0.196 0.48
H -3.94276 -2.40528 -0.72955 0.026 0.088 0.306 0.48
H -4.36980 -1.18221 -1.52439 0.100 0.036 0.005 0.46
H 3.28116 0.17548 -0.04694 -0.040 0.063 -0.044 0.48
H 4.68263 0.57559 0.38414 -0.078 -0.141 -0.035 0.46
H -2.48430 3.13279 -2.31261 0.083 0.046 -0.018 0.47
H -1.70788 3.47836 -1.05253 0.037 0.069 0.077 0.48
H 1.56957 -4.21207 -2.61696 0.074 0.068 -0.039 0.47
H 1.05796 -2.79850 -2.39307 0.106 -0.014 -0.054 0.46
O -0.17696 0.72776 -0.07293 -0.696 -0.395 0.139 -0.94
O 1.97670 1.78993 -1.06256 0.494 0.379 -0.360 -0.95
O 2.74419 -1.37547 2.43630 -0.198 -0.170 0.328 -0.93
O -0.68064 2.96152 2.11561 0.009 -0.034 0.230 -0.95
O -3.64541 -2.47258 1.71341 0.134 -0.164 0.412 -0.94
O -3.80007 -1.45439 -0.79616 -0.169 0.094 -0.508 -0.94
O 4.14180 -0.19527 0.17853 0.209 0.127 -0.109 -0.95
O -1.63530 3.47748 -2.01363 -0.023 -0.214 0.067 -0.95
O 1.79306 -3.28851 -2.77844 -0.193 -0.072 0.080 -0.93
```
Forces are in eV/Å.

lowest unoccupied orbital energy: 0.2 eV
max |F|: 0.8 eV/Å
structure (SMILES): O.O.O.O.O.O.O.O.O
electronic energy: -18718.99185 eV
ΔE to the lowest compared entry with this formula, charge and spin: 303.3 kJ/mol

Q: Which formula does entry 1 have?
A: C3H5BrO

What did the second record say?
Below is C15H13BF2O3Re as an isolated structure, with properties calculated with ωB97M-V with the def2-TZVPD basis set.

```
35
Properties=species:S:1:pos:R:3:forces:R:3:lowdin_spin:R:1
Re 2.68227 -0.47940 1.87893 -0.178 0.088 0.505 1.02
O 0.63761 0.11002 1.06535 0.195 -0.003 0.192 0.02
C 0.29450 -0.12205 -0.30851 0.017 -0.092 -0.127 0.00
C 1.61754 -0.62998 -0.93556 -0.313 0.006 -0.207 0.01
O 1.71608 -0.85410 -2.11159 -0.005 0.055 0.141 0.01
O 2.57723 -0.81728 -0.05728 0.198 0.045 0.169 0.03
C -0.74238 -1.23527 -0.40971 0.042 0.042 -0.008 0.00
C -1.23126 -1.59372 -1.66380 0.013 0.052 0.024 0.00
C -2.17456 -2.59828 -1.77821 -0.008 -0.015 -0.022 0.00
C -2.63950 -3.25574 -0.64633 0.006 0.006 0.019 0.00
C -2.15074 -2.90537 0.59994 -0.004 -0.011 -0.019 0.00
C -1.20036 -1.89910 0.71960 0.036 0.032 0.004 0.00
C -0.15933 1.19222 -0.91491 -0.032 -0.022 -0.031 0.00
C -1.49739 1.56543 -0.83247 0.044 -0.018 0.002 0.00
C -1.90698 2.80692 -1.29412 -0.008 0.010 0.004 0.00
C -0.98351 3.68121 -1.84516 0.012 -0.005 -0.002 0.00
C 0.35155 3.31349 -1.92965 -0.002 0.020 -0.010 0.00
C 0.76303 2.07570 -1.46458 0.046 -0.035 -0.002 0.00
H -0.00043 0.64061 1.56008 -0.072 -0.027 -0.055 0.00
H -0.86366 -1.08439 -2.54365 0.014 0.012 -0.029 0.00
H -2.54961 -2.87071 -2.75539 -0.004 -0.006 -0.021 0.00
H -3.37800 -4.03936 -0.73899 -0.035 -0.035 -0.005 0.00
H -2.50321 -3.41406 1.48638 -0.013 -0.018 0.029 0.00
H -0.81712 -1.64098 1.69735 -0.003 -0.003 0.019 0.00
H -2.22404 0.87835 -0.41888 -0.023 -0.027 0.011 0.00
H -2.94972 3.08640 -1.22922 -0.020 0.006 0.002 0.00
H -1.30344 4.64545 -2.21415 -0.013 0.042 -0.013 0.00
H 1.07471 3.98911 -2.36533 0.014 0.019 -0.007 0.00
H 1.80547 1.79246 -1.54813 -0.018 0.012 0.000 0.00
C 4.29865 -0.34067 2.77335 0.095 -0.063 -0.237 -0.08
H 4.40823 -0.47836 3.85037 -0.082 0.078 -0.004 -0.01
H 5.23340 -0.08729 2.26683 -0.026 -0.056 0.039 -0.01
F 0.29247 0.59690 3.59221 -0.177 0.081 0.000 0.00
B 1.53555 0.07019 3.63656 0.231 -0.168 -0.507 0.01
F 1.98695 -0.09835 4.87864 0.074 0.001 0.144 0.00
```
Forces are in eV/Å.

lowest unoccupied orbital energy (alpha / beta): -0.9 / -1.0 eV
max |F|: 0.6 eV/Å
⟨S²⟩: 0.9354
multiplicity: 2
electronic energy: -30149.93588 eV
ΔE to the lowest compared entry with this formula, charge and spin: 69.5 kJ/mol

Q: What is the formula in the third record?
A: H18O9

Q: Which of these has the lowest electronic energy?
A: C3H5BrO